# 1
Density functional theory data (ωB97M-V with the def2-TZVPD basis set) for C37H45ErF3N7SSi3 as an isolated structure at a distorted geometry.

```
! RIJCOSX wB97M-V def2-TZVPD def2/J DEFGRID3
* xyz 0 4
Er -0.7449 0.6483 -0.3647
C 1.2612 1.3659 -4.2009
C 0.6467 0.7382 -2.9968
N -0.5441 1.0688 -2.6006
N -1.1979 1.9977 -3.3440
C -2.2644 2.5324 -2.8037
N -2.9637 3.3665 -3.6156
S -2.9042 2.2947 -1.2101
C 1.3818 -0.2468 -2.1794
C 3.0461 -2.3732 -3.3726
C 2.7459 -3.7386 -2.8253
C 2.1572 -4.0562 -1.6798
C 1.5544 -3.2293 -0.5645
N 0.7758 -0.8353 -1.1837
H 1.3894 2.4352 -4.0168
H 0.5839 1.2674 -5.0497
H 2.2242 0.9171 -4.4207
H -2.5160 3.6386 -4.4757
H -3.6086 4.0054 -3.1888
H 4.0363 -2.4412 -3.8395
H 3.0763 -4.5685 -3.4491
H 2.0819 -5.1208 -1.4622
H 2.0087 -3.6559 0.3392
C 4.7126 -2.0799 -1.0142
Si 3.2321 -1.1591 -1.8955
C 2.0479 -2.0454 -4.4949
C 4.1881 0.4663 -2.2726
C 1.8171 -1.6875 -0.5359
Si -0.2412 -3.8699 -0.4635
C -0.9657 -3.4012 1.2192
C -1.3514 -3.3033 -1.8858
C -0.2045 -5.7609 -0.4777
Si 2.2018 -1.0290 1.2077
C 2.9482 -2.3991 2.2763
C 3.3255 0.4885 1.0913
C 0.8614 -0.2241 2.3874
C 1.3095 0.1368 3.6598
C 0.5288 0.9141 4.4937
C -0.7219 1.3235 4.0486
C -1.1153 0.9282 2.7914
N -0.3574 0.1800 1.9744
H 5.6192 -2.0306 -1.6279
H 4.5036 -3.1389 -0.8425
H 4.9677 -1.6419 -0.0426
H 2.3650 -1.1696 -5.0629
H 1.0482 -1.8599 -4.0963
H 1.9741 -2.8830 -5.1952
H 4.4488 0.5115 -3.3355
H 5.1264 0.5161 -1.7161
H 3.6091 1.3641 -2.0411
H -0.9808 -2.3227 1.3580
H -0.3772 -3.8272 2.0355
H -1.9843 -3.7824 1.3161
H -1.3745 -2.2167 -1.9701
H -2.3732 -3.6666 -1.7508
H -0.9823 -3.6925 -2.8373
H 0.5498 -6.1440 0.2140
H 0.0248 -6.1559 -1.4691
H -1.1713 -6.1663 -0.1704
H 3.7297 -2.9339 1.7328
H 2.1923 -3.1245 2.5853
H 3.4015 -1.9876 3.1803
H 4.2369 0.2811 0.5288
H 3.6141 0.8407 2.0836
H 2.8005 1.3066 0.5900
H 2.2920 -0.1849 3.9791
H 0.8953 1.2188 5.4654
H -1.3692 1.9422 4.6538
H -2.0765 1.2532 2.4003
F -3.7663 7.0443 4.7068
C -2.6246 7.5581 4.1939
F -2.9822 8.6646 3.5090
F -1.8739 7.9632 5.2333
C -1.9234 6.5604 3.3269
C -0.6308 6.1464 3.6102
C -0.0292 5.1871 2.8133
C -0.7148 4.6331 1.7305
C -2.0112 5.0807 1.4418
C -2.6119 6.0356 2.2377
C -0.1552 3.5730 0.9521
C 0.2844 2.6112 0.3389
H -0.1024 6.5670 4.4545
H 0.9791 4.8556 3.0232
H -2.5347 4.6581 0.5938
H -3.6175 6.3772 2.0275
N -5.5741 -2.5045 3.7031
C -5.2116 -2.1253 2.6809
C -4.7614 -1.6724 1.4023
C -5.5294 -1.8733 0.2561
C -5.0261 -1.4250 -0.9491
C -3.7881 -0.8067 -0.9732
N -3.0372 -0.6193 0.1194
C -3.5276 -1.0425 1.2798
H -6.4886 -2.3680 0.3245
H -5.5844 -1.5466 -1.8659
H -3.3836 -0.4373 -1.9059
H -2.9241 -0.8879 2.1648
*
```

Computed properties:
Frontier orbital gap (alpha / beta) (eV): 6.90 / 6.90
Lowest unoccupied orbital energy (alpha / beta) (eV): -0.78 / -0.78
Largest force on an atom (Eh/bohr): 0.031

# 2
Density functional theory data (ωB97M-V with the def2-TZVPD basis set) for C37H45N4O7S4Tl as an isolated structure.

```
! RIJCOSX wB97M-V def2-TZVPD def2/J DEFGRID3
* xyz 0 1
Tl 1.3013 0.8605 0.3571
C 5.0956 -1.9650 -0.1658
O 5.0431 -2.8293 0.9820
C 4.2655 -2.5935 2.0715
C 4.2927 -3.5487 3.0427
C 3.5297 -3.4127 4.2254
C 2.7551 -2.3089 4.4283
C 2.6783 -1.2739 3.4663
C 1.8960 -0.1467 3.8121
N 1.6264 0.8806 3.0404
N 0.8854 1.8167 3.6242
C 0.6591 2.8764 2.8011
O 1.1000 3.0292 1.6518
C -0.2492 3.9239 3.3696
C -0.6337 3.9347 4.7079
C -1.5204 4.8966 5.1697
C -2.0278 5.8530 4.3000
C -1.6337 5.8556 2.9680
C -0.7444 4.8979 2.5070
C 3.4404 -1.3887 2.2184
O 3.4543 -0.5121 1.3366
H 5.8054 -2.4495 -0.8336
H 5.4465 -0.9739 0.1016
H 4.1209 -1.8940 -0.6461
H 4.9230 -4.4184 2.8986
H 3.5737 -4.1939 4.9722
H 2.1839 -2.2023 5.3421
H 1.4843 -0.1288 4.8230
H -0.2295 3.1873 5.3769
H -1.8129 4.9034 6.2120
H -2.7209 6.6017 4.6622
H -2.0165 6.6107 2.2927
H -0.4077 4.8849 1.4781
C 1.0909 2.5864 -4.6781
N 0.4947 1.3406 -5.1425
C 0.5831 0.1873 -4.4739
S 1.4999 0.0774 -3.0496
N -0.0502 -0.8847 -4.9720
C -0.8625 -0.8683 -6.1656
H 2.1783 2.5476 -4.7435
H 0.7981 2.7855 -3.6470
H 0.7235 3.3886 -5.3153
H -0.0264 1.3571 -6.0020
H -0.0985 -1.6676 -4.3271
H -0.2636 -0.6201 -7.0462
H -1.6954 -0.1632 -6.0875
H -1.2713 -1.8635 -6.3181
O 5.4063 -5.5573 0.0020
C 4.6766 -5.7808 -1.1100
O 5.0001 -6.6267 -1.8976
C 3.4981 -4.8805 -1.2997
C 2.7193 -4.4594 -0.2277
C 1.6728 -3.5767 -0.4298
C 1.3664 -3.1197 -1.7159
S 0.0305 -2.0139 -1.9298
C 2.1400 -3.5685 -2.7917
C 3.1924 -4.4401 -2.5845
H 5.1745 -4.6968 0.3942
H 2.9310 -4.8086 0.7754
H 1.0801 -3.2315 0.4086
H 1.9170 -3.2117 -3.7889
H 3.7954 -4.7908 -3.4120
C -3.9400 -1.8555 3.4202
C -3.1483 -1.2482 2.2735
S -1.6185 -0.4447 2.8005
O -1.0716 0.1465 1.5305
C -2.2963 0.9361 3.7501
C -3.0325 1.9562 2.9005
H -4.7444 -2.4773 3.0284
H -4.3924 -1.0899 4.0499
H -3.3081 -2.4859 4.0476
H -3.7182 -0.5142 1.7022
H -2.7978 -2.0136 1.5789
H -1.4079 1.3704 4.2063
H -2.9055 0.5043 4.5465
H -2.4401 2.1951 2.0156
H -3.1670 2.8757 3.4721
H -4.0147 1.6018 2.5845
C -3.9669 -1.1231 -4.4512
C -3.3255 -0.0731 -3.5862
C -2.9694 -0.3681 -2.2749
C -2.3624 0.5829 -1.4675
C -2.1130 1.8489 -1.9769
C -2.4385 2.1587 -3.2897
C -3.0523 1.2021 -4.0813
S -1.2743 3.0164 -0.9093
C -2.4699 4.3567 -1.0168
O -0.0699 3.5045 -1.6407
H -4.8175 -1.5798 -3.9443
H -3.2599 -1.9249 -4.6753
H -4.3179 -0.7051 -5.3944
H -3.1492 -1.3628 -1.8835
H -2.0658 0.3409 -0.4523
H -2.2076 3.1366 -3.6953
H -3.3343 1.4500 -5.0991
H -2.5127 4.7142 -2.0442
H -2.1090 5.1481 -0.3621
H -3.4455 4.0071 -0.6802
*
```

Computed properties:
Frontier orbital gap (alpha / beta) (eV): 6.07 / 5.53
Lowest unoccupied orbital energy (alpha / beta) (eV): -1.18 / -1.71
Largest force on an atom (Eh/bohr): 0.005
Relative energy (zero: lowest compared OMol25 entry of this formula, charge and spin) (eV): 1.594

The records above yield DFT total energy values of -4401.58673, -3947.80145 Eh, respectively.